Below is a structure of composition C25H19F4FeN10O2S, with properties calculated with ωB97M-V/def2-TZVPD.

```
! RIJCOSX wB97M-V def2-TZVPD def2/J DEFGRID3
* xyz 1 5
Fe -0.8974 1.2406 0.4019
N -2.8411 0.5444 0.3429
C -3.9606 1.3674 0.8288
C -4.0293 2.7095 0.1188
C -2.7517 3.2301 -0.6169
N -1.3615 3.2317 -0.0581
H -3.0983 0.0727 -0.5858
H -2.7124 -0.2241 1.0107
H -3.6941 1.5133 1.8797
H -4.9284 0.7880 0.8554
H -4.3788 3.5038 0.7805
H -4.7717 2.6843 -0.6588
H -3.0409 4.2095 -1.0565
H -2.6333 2.5977 -1.4965
H -1.1712 3.8967 0.6556
H -0.7971 3.5462 -0.8439
N -1.4120 -1.7416 8.0244
C -1.1018 -1.4473 6.7251
C 0.1312 -0.9150 6.3011
C 0.4294 -0.7698 4.9415
C -0.5008 -1.2132 3.9942
C -1.7938 -1.6588 4.3715
C -2.0246 -1.8168 5.7295
S -0.1105 -1.1206 2.3396
O 1.1080 -1.7989 2.1242
O -1.2716 -1.5707 1.5853
N -0.1109 0.5555 2.1208
C 0.9974 1.3107 2.1403
N 1.0986 2.0541 0.9662
C 2.0797 2.9283 0.9479
C 3.1098 2.9549 1.9554
C 3.0381 1.9182 2.9281
N 1.9422 1.2090 3.0820
H -0.7996 -1.6793 8.8387
H -2.3381 -2.1155 8.3336
H 0.7485 -0.4915 7.1721
H 1.3625 -0.3811 4.6093
H -2.5233 -1.9854 3.6099
H -2.9898 -2.1565 6.0208
H 2.2034 3.5509 0.0020
H 3.9131 3.6803 1.9456
H 3.8318 1.7360 3.6694
F 3.1865 0.6683 -5.7569
C 2.5989 -0.4524 -5.4258
C 3.0597 -1.5541 -6.0332
F 4.1034 -1.3441 -6.8657
C 2.4714 -2.8483 -6.0016
C 1.3486 -2.9438 -5.0987
C 0.8402 -1.8498 -4.4497
F -0.2717 -1.9931 -3.7934
C 1.4628 -0.5562 -4.5808
C 0.8405 0.4418 -3.8980
C -0.0086 0.4276 -2.6656
N -0.3895 0.5934 -1.6295
C 1.0466 1.8546 -4.0359
N 1.3761 2.8983 -4.4418
F 0.7675 -4.1422 -4.8978
C 2.9442 -3.9399 -6.7699
C 3.6769 -3.8063 -7.9621
N 4.2570 -3.6883 -8.9419
C 2.5544 -5.3008 -6.4114
N 2.1862 -6.4125 -6.3763
*
```

maximum force	6.5	eV/A
HOMO (alpha / beta)	-9.98 / -9.99	eV
E_tot	-101309.418	eV
molar mass	655.4	u
gap between HOMO and LUMO (alpha / beta)	7.1 / 3.2	eV
expectation value of S²	6.051

Below is the ion C2H7N2O with charge +1, with properties calculated with ωB97M-V/def2-TZVPD.

```
! RIJCOSX wB97M-V def2-TZVPD def2/J DEFGRID3
* xyz 1 1
C -0.5150 1.0551 0.0236
C 0.5220 -1.0847 0.0736
N 0.5524 0.3130 -0.0657
N -1.7441 0.4606 0.1283
O 1.8291 0.8953 0.0223
H -0.4786 2.0785 -0.2486
H 1.5010 -1.5438 0.2424
H -0.0269 -1.5800 0.9722
H 0.1618 -1.6373 -0.7737
H -2.6776 0.6359 -0.0661
H -1.5191 -0.4972 0.4778
H 2.3949 0.9046 -0.7861
*
```

maximum force	6.6	eV/A
HOMO	-15.47	eV
energy relative to the best compared isomer or geometry (same formula, charge and spin)	313.9	kJ/mol
E_tot	-7205.892	eV
molar mass	75.1	u
gap between HOMO and LUMO	11.2	eV